{
  "formula": "C60H153N13O4",
  "method": "ωB97M-V with the def2-TZVPD basis set",
  "symbols": ["N", "H", "H", "H", "H", "N", "H", "H", "H", "H", "N", "H", "H", "H", "H", "N", "H", "H", "H", "H", "C", "C", "C", "O", "C", "C", "C", "O", "O", "O", "H", "H", "C", "C", "N", "C", "C", "C", "C", "H", "H", "H", "H", "H", "H", "H", "H", "H", "H", "H", "H", "H", "H", "H", "C", "C", "N", "C", "C", "C", "C", "H", "H", "H", "H", "H", "H", "H", "H", "H", "H", "H", "H", "H", "H", "H", "C", "C", "N", "C", "C", "C", "C", "H", "H", "H", "H", "H", "H", "H", "H", "H", "H", "H", "H", "H", "H", "H", "C", "C", "N", "C", "C", "C", "C", "H", "H", "H", "H", "H", "H", "H", "H", "H", "H", "H", "H", "H", "H", "H", "C", "C", "N", "C", "C", "C", "C", "H", "H", "H", "H", "H", "H", "H", "H", "H", "H", "H", "H", "H", "H", "H", "C", "C", "N", "C", "C", "C", "C", "H", "H", "H", "H", "H", "H", "H", "H", "H", "H", "H", "H", "H", "H", "H", "C", "C", "N", "C", "C", "C", "C", "H", "H", "H", "H", "H", "H", "H", "H", "H", "H", "H", "H", "H", "H", "H", "C", "C", "N", "C", "C", "C", "C", "H", "H", "H", "H", "H", "H", "H", "H", "H", "H", "H", "H", "H", "H", "H", "C", "C", "N", "C", "C", "C", "C", "H", "H", "H", "H", "H", "H", "H", "H", "H", "H", "H", "H", "H", "H", "H"],
  "xyz": [[1.48, -4.28, 3.82], [0.61, -4.69, 4.14], [1.26, -3.75, 2.93], [2.21, -4.98, 3.68], [1.76, -3.62, 4.54], [-0.83, 2.78, -1.93], [-1.30, 3.61, -1.54], [0.09, 3.00, -2.38], [-1.46, 2.32, -2.61], [-0.72, 2.12, -1.14], [-3.92, -2.61, 2.40], [-4.82, -2.55, 1.86], [-3.68, -1.71, 2.88], [-3.18, -2.85, 1.70], [-3.97, -3.43, 3.00], [-1.90, -6.16, 1.89], [-1.28, -6.07, 2.69], [-1.71, -5.32, 1.29], [-2.83, -5.99, 2.29], [-1.88, -7.05, 1.40], [0.73, -0.99, 0.71], [-0.02, 0.12, 0.21], [-1.52, -0.12, -0.20], [-2.21, 0.82, -0.60], [-2.02, -1.45, -0.09], [-1.27, -2.48, 0.44], [0.17, -2.23, 0.87], [0.89, -3.15, 1.40], [-1.86, -3.61, 0.60], [0.48, 1.23, 0.01], [1.75, -0.76, 0.98], [-3.06, -1.61, -0.33], [-8.59, -3.54, 0.86], [-7.25, -3.31, 1.51], [-6.25, -2.62, 0.67], [-5.84, -3.41, -0.50], [-5.26, -4.78, -0.10], [-6.74, -1.30, 0.22], [-5.57, -0.39, -0.13], [-9.12, -2.60, 0.65], [-9.28, -4.15, 1.44], [-8.58, -4.07, -0.10], [-7.37, -2.77, 2.46], [-6.86, -4.28, 1.83], [-6.67, -3.54, -1.20], [-5.00, -2.92, -0.99], [-4.78, -5.29, -0.94], [-4.58, -4.71, 0.75], [-6.07, -5.45, 0.20], [-7.28, -0.84, 1.05], [-7.43, -1.37, -0.63], [-5.87, 0.64, -0.31], [-5.10, -0.69, -1.06], [-4.82, -0.32, 0.67], [-2.72, 4.90, -4.79], [-3.36, 3.57, -4.47], [-2.41, 2.46, -4.43], [-3.08, 1.24, -3.95], [-2.19, 0.01, -3.76], [-1.55, 2.30, -5.60], [-2.31, 1.96, -6.88], [-1.86, 5.12, -4.15], [-3.47, 5.69, -4.75], [-2.32, 4.91, -5.81], [-3.77, 3.66, -3.46], [-4.18, 3.37, -5.17], [-3.43, 1.46, -2.94], [-3.91, 1.03, -4.64], [-1.78, -0.29, -4.73], [-1.38, 0.27, -3.09], [-2.68, -0.86, -3.33], [-0.81, 1.52, -5.38], [-0.93, 3.19, -5.71], [-1.64, 1.85, -7.74], [-3.02, 2.74, -7.14], [-2.80, 0.99, -6.82], [-3.58, 6.90, 0.17], [-2.76, 6.01, -0.79], [-2.04, 4.88, -0.20], [-0.84, 5.36, 0.49], [0.09, 4.32, 1.10], [-2.91, 4.02, 0.60], [-4.07, 3.43, -0.18], [-4.56, 6.48, 0.38], [-3.70, 7.86, -0.33], [-3.06, 7.08, 1.11], [-3.40, 5.71, -1.63], [-2.02, 6.65, -1.27], [-0.24, 5.99, -0.16], [-1.16, 6.04, 1.29], [0.95, 4.80, 1.58], [-0.40, 3.83, 1.95], [0.43, 3.54, 0.43], [-3.31, 4.58, 1.46], [-2.28, 3.22, 1.00], [-4.53, 2.65, 0.43], [-3.72, 3.06, -1.14], [-4.80, 4.20, -0.42], [-2.30, 2.24, 3.82], [-2.83, 1.08, 2.99], [-3.25, -0.14, 3.71], [-2.23, -0.68, 4.63], [-1.06, -1.31, 3.90], [-4.44, 0.17, 4.54], [-5.69, 0.52, 3.71], [-1.43, 1.90, 4.38], [-3.04, 2.62, 4.52], [-2.01, 3.08, 3.19], [-3.56, 1.41, 2.25], [-2.01, 0.73, 2.34], [-2.75, -1.44, 5.23], [-1.89, 0.07, 5.36], [-1.41, -2.04, 3.17], [-0.38, -1.79, 4.61], [-0.47, -0.62, 3.29], [-4.75, -0.72, 5.08], [-4.23, 0.97, 5.25], [-5.49, 1.34, 3.01], [-6.08, -0.31, 3.12], [-6.47, 0.84, 4.40], [3.02, 4.36, -5.06], [1.66, 3.91, -4.50], [1.63, 3.78, -3.04], [1.91, 5.01, -2.29], [0.95, 6.14, -2.72], [2.57, 2.73, -2.55], [2.23, 1.36, -3.09], [2.92, 4.74, -6.07], [3.70, 3.51, -5.02], [3.51, 5.13, -4.47], [0.87, 4.61, -4.77], [1.38, 2.98, -4.99], [1.66, 4.85, -1.24], [2.94, 5.36, -2.35], [-0.05, 5.69, -2.63], [1.04, 6.96, -2.01], [1.05, 6.53, -3.73], [2.52, 2.68, -1.46], [3.58, 3.03, -2.85], [2.48, 1.26, -4.15], [1.18, 1.10, -2.99], [2.78, 0.60, -2.53], [0.01, -6.63, -2.20], [-0.44, -5.18, -2.25], [-0.80, -4.77, -3.60], [0.39, -4.51, -4.42], [0.04, -4.61, -5.92], [-1.64, -3.58, -3.63], [-2.99, -3.77, -2.92], [0.93, -6.83, -2.75], [-0.76, -7.30, -2.58], [0.24, -6.92, -1.17], [-1.28, -5.00, -1.57], [0.39, -4.56, -1.87], [0.83, -3.52, -4.23], [1.15, -5.25, -4.18], [-0.52, -5.54, -6.07], [-0.48, -3.73, -6.28], [0.94, -4.69, -6.54], [-1.92, -3.36, -4.66], [-1.15, -2.70, -3.19], [-3.70, -3.02, -3.26], [-2.93, -3.59, -1.84], [-3.39, -4.76, -3.16], [8.01, -1.32, 2.44], [7.37, -0.72, 3.69], [6.08, -1.31, 4.02], [5.48, -0.77, 5.24], [6.36, -0.98, 6.47], [5.15, -1.13, 2.91], [3.85, -1.92, 3.01], [7.93, -2.41, 2.48], [9.07, -1.06, 2.38], [7.54, -0.99, 1.52], [8.01, -0.89, 4.56], [7.36, 0.39, 3.64], [5.26, 0.30, 5.08], [4.51, -1.25, 5.44], [7.29, -0.42, 6.44], [5.80, -0.74, 7.37], [6.70, -2.02, 6.52], [5.58, -1.55, 2.00], [4.95, -0.08, 2.70], [3.15, -1.47, 3.72], [4.04, -2.97, 3.25], [3.29, -1.95, 2.07], [4.82, 3.67, 4.84], [4.79, 3.18, 3.40], [3.44, 2.88, 2.91], [2.81, 1.76, 3.59], [1.28, 1.94, 3.58], [3.41, 2.77, 1.45], [4.31, 1.69, 0.82], [4.18, 3.10, 5.51], [4.42, 4.69, 4.84], [5.84, 3.67, 5.22], [5.33, 3.86, 2.74], [5.37, 2.24, 3.36], [3.13, 1.62, 4.62], [2.98, 0.83, 3.03], [0.78, 1.12, 4.10], [0.95, 1.93, 2.54], [1.08, 2.87, 4.11], [2.38, 2.60, 1.14], [3.79, 3.73, 1.10], [3.85, 0.72, 1.05], [4.48, 1.83, -0.25], [5.32, 1.61, 1.24], [2.67, -2.54, -2.11], [3.70, -1.86, -1.21], [5.07, -2.25, -1.53], [6.01, -1.22, -1.09], [7.47, -1.47, -1.44], [5.40, -3.62, -1.18], [5.71, -3.84, 0.31], [2.85, -3.61, -2.16], [2.78, -2.15, -3.12], [1.67, -2.41, -1.69], [3.59, -0.78, -1.30], [3.46, -2.10, -0.16], [5.66, -0.28, -1.53], [5.90, -1.11, 0.01], [7.63, -1.27, -2.49], [8.15, -0.89, -0.82], [7.77, -2.50, -1.23], [6.25, -3.95, -1.78], [4.61, -4.32, -1.47], [5.72, -4.93, 0.43], [4.94, -3.46, 0.98], [6.69, -3.46, 0.58]],
  "lowdin_charge": [0.30, 0.12, 0.07, 0.15, 0.14, 0.29, 0.09, 0.09, 0.07, 0.06, 0.28, 0.08, 0.08, 0.06, 0.12, 0.32, 0.13, 0.09, 0.14, 0.16, 0.01, -0.31, -0.32, 0.02, 0.01, -0.36, -0.36, -0.11, -0.15, 0.01, 0.10, 0.09, -0.08, -0.26, -0.22, -0.23, -0.08, -0.23, -0.08, 0.08, 0.09, 0.08, 0.11, 0.10, 0.13, 0.09, 0.07, 0.04, 0.07, 0.11, 0.12, 0.08, 0.07, 0.05, -0.08, -0.25, -0.22, -0.25, -0.07, -0.25, -0.06, 0.06, 0.08, 0.07, 0.10, 0.12, 0.09, 0.12, 0.08, 0.06, 0.06, 0.10, 0.09, 0.08, 0.07, 0.07, -0.07, -0.24, -0.21, -0.24, -0.08, -0.26, -0.06, 0.07, 0.08, 0.07, 0.10, 0.10, 0.10, 0.12, 0.09, 0.05, 0.04, 0.12, 0.08, 0.06, 0.05, 0.07, -0.04, -0.22, -0.21, -0.24, -0.07, -0.24, -0.06, 0.05, 0.08, 0.05, 0.09, 0.10, 0.11, 0.12, 0.05, 0.07, 0.06, 0.11, 0.12, 0.07, 0.05, 0.09, -0.06, -0.24, -0.22, -0.24, -0.07, -0.24, -0.06, 0.08, 0.07, 0.07, 0.10, 0.10, 0.10, 0.12, 0.05, 0.08, 0.07, 0.10, 0.12, 0.08, 0.06, 0.05, -0.08, -0.26, -0.18, -0.25, -0.08, -0.25, -0.09, 0.07, 0.08, 0.06, 0.08, 0.11, 0.10, 0.10, 0.08, 0.06, 0.07, 0.11, 0.11, 0.07, 0.03, 0.08, -0.07, -0.24, -0.17, -0.25, -0.08, -0.26, -0.11, 0.08, 0.08, 0.04, 0.10, 0.12, 0.11, 0.10, 0.06, 0.07, 0.08, 0.07, 0.08, 0.06, 0.07, 0.04, -0.08, -0.26, -0.17, -0.24, -0.07, -0.23, -0.07, 0.06, 0.08, 0.08, 0.12, 0.09, 0.10, 0.08, 0.05, 0.05, 0.09, 0.07, 0.11, 0.05, 0.06, 0.07, -0.07, -0.26, -0.18, -0.25, -0.07, -0.23, -0.07, 0.06, 0.08, 0.05, 0.08, 0.09, 0.11, 0.08, 0.08, 0.07, 0.06, 0.11, 0.10, 0.08, 0.05, 0.06],
  "total_energy_ha": -3390.104085,
  "gap_ev": 5.10,
  "total_charge": 2
}